Record 1
The following is a quantum chemistry calculation of the molecule C18H20N4OS, from the OMol25 dataset.

Last column: Löwdin charge in e.
Cartesian coordinates (Å):
C 8.189 1.806 -0.519  -0.0553
C 7.056 0.844 -0.328  -0.2845
C 7.308 -0.533 -0.333  -0.0507
C 6.303 -1.458 -0.164  -0.0138
C 4.999 -1.006 0.018  -0.3214
N 3.894 -1.791 0.202  0.1097
C 2.841 -1.072 0.338  -0.5670
N 1.598 -1.623 0.541  0.1134
C 0.468 -0.870 0.687  -0.4484
O 0.483 0.335 0.643  0.0190
C -0.790 -1.701 0.945  -0.0404
N -1.974 -0.979 0.597  -0.1651
C -2.447 0.167 1.136  -0.0052
C -3.563 0.519 0.414  -0.1674
C -3.687 -0.493 -0.561  -0.2583
N -2.718 -1.383 -0.436  0.1352
C -4.748 -0.615 -1.596  -0.1336
C -6.154 -0.599 -0.988  -0.1993
C -6.605 0.776 -0.493  -0.2128
C -5.929 1.261 0.790  -0.2014
C -4.469 1.685 0.606  -0.1493
S 3.037 0.671 0.264  1.1459
C 4.741 0.380 0.022  -0.4483
C 5.761 1.300 -0.149  -0.0569
H 8.962 1.635 0.228  0.0808
H 8.640 1.666 -1.501  0.0819
H 7.846 2.834 -0.438  0.0730
H 8.324 -0.872 -0.475  0.1111
H 6.502 -2.517 -0.168  0.1105
H 1.569 -2.633 0.566  0.1579
H -0.782 -2.612 0.342  0.1316
H -0.801 -1.969 2.010  0.1420
H -1.962 0.640 1.964  0.1303
H -4.656 0.209 -2.310  0.1200
H -4.588 -1.551 -2.134  0.1117
H -6.859 -0.932 -1.754  0.1054
H -6.197 -1.315 -0.164  0.1170
H -7.682 0.730 -0.308  0.1056
H -6.442 1.513 -1.284  0.1110
H -6.490 2.122 1.163  0.1052
H -5.984 0.477 1.549  0.1164
H -4.398 2.351 -0.260  0.1200
H -4.139 2.245 1.484  0.1131
H 5.543 2.357 -0.142  0.1116

The calculation puts the HOMO-LUMO gap at 8.91 eV. As for the spin multiplicity: 1. Its relative energy (zero: lowest compared OMol25 entry of this formula, charge and spin) is 11.5 kJ/mol. The LUMO energy is 0.61 eV. As for the structure (SMILES): Cc1ccc2nc(NC(=O)Cn3cc4c(n3)CCCCC4)sc2c1. The net charge is 0.

Record 2
The following is a quantum chemistry calculation of a structure of composition C20H17BrCoF6N6O6S2, from the OMol25 dataset.

Last column: Löwdin charge in e.
Cartesian coordinates (Å):
Co 0.159 -0.204 0.169  0.5700
C -2.276 -4.769 1.315  -0.0221
C -2.102 -3.346 1.764  -0.2255
C -2.672 -2.850 2.932  0.0240
C -2.454 -1.541 3.298  -0.0722
C -1.659 -0.724 2.503  -0.6699
Br -1.412 1.028 3.113  0.9549
N -1.104 -1.180 1.371  0.0037
C -1.342 -2.464 1.028  -0.0711
H -3.044 -5.270 1.900  0.0875
H -1.348 -5.330 1.436  0.0933
H -2.564 -4.820 0.265  0.0854
H -3.284 -3.489 3.556  0.1339
H -2.881 -1.130 4.200  0.1121
H -0.882 -2.801 0.109  0.1144
N 1.443 0.781 -0.896  0.0336
C 1.083 2.221 -0.832  -0.0510
C -0.353 2.374 -0.365  -0.5566
O -0.961 3.401 -0.434  0.1420
O -0.868 1.269 0.168  -0.1497
H 2.367 0.639 -0.470  0.0658
H 1.488 0.472 -1.861  0.1272
H 1.197 2.705 -1.799  0.1430
H 1.736 2.723 -0.119  0.1353
F 1.454 -1.871 0.169  0.0257
C 2.177 -2.159 1.362  -0.5706
F 3.403 -2.395 0.984  0.1968
F 1.628 -3.242 1.854  0.1881
S 2.004 -0.683 2.522  0.6384
O 1.295 0.288 1.651  -0.3768
O 1.262 -1.198 3.616  -0.2224
N 3.425 -0.245 2.871  -0.2582
S 4.414 0.500 1.840  0.6494
O 3.914 0.462 0.482  -0.3046
O 5.751 0.116 2.102  -0.2113
C 4.238 2.261 2.362  -0.6841
F 4.582 2.405 3.626  0.1785
F 5.016 3.004 1.589  0.1666
F 2.968 2.646 2.201  0.1352
N -0.880 -6.323 -8.315  0.1887
C -0.954 -5.573 -7.449  -0.1645
C -1.045 -4.637 -6.360  -0.2082
C -0.006 -3.739 -6.133  0.0034
C -0.095 -2.836 -5.088  0.0054
C -1.215 -2.855 -4.272  -0.1876
C -2.256 -3.745 -4.487  0.0073
C -2.172 -4.636 -5.542  0.0037
N -1.304 -1.934 -3.178  -0.0002
C -2.385 -1.145 -2.858  0.0100
C -2.042 -0.442 -1.748  -0.0400
N -0.761 -0.800 -1.393  -0.0222
C -0.343 -1.700 -2.270  -0.0962
H 0.858 -3.741 -6.782  0.1323
H 0.691 -2.111 -4.924  0.1232
H -3.117 -3.748 -3.831  0.1249
H -2.972 -5.339 -5.728  0.1323
H -3.276 -1.136 -3.460  0.1418
H -2.586 0.300 -1.191  0.1315
H 0.606 -2.212 -2.260  0.1554

The calculation puts the HOMO-LUMO gap at 8.29 eV. As for the spin multiplicity: 1. Its relative energy (zero: lowest compared OMol25 entry of this formula, charge and spin) is 3.6 kJ/mol. The LUMO energy is -4.28 eV. The net charge is +1.

Record 3
The following is a quantum chemistry calculation of the molecule C4H8O2, from the OMol25 dataset.

Last column: Löwdin charge in e.
Cartesian coordinates (Å):
O 2.042 1.023 0.179  -0.0496
C 1.249 -0.142 0.151  -0.2614
C -0.191 0.227 0.375  -0.2582
C -1.074 0.754 -0.765  -0.1326
O -1.969 -0.371 -0.628  -0.1116
C -1.123 -0.983 0.360  -0.1570
H 2.947 0.779 -0.045  0.0885
H 1.516 -0.840 0.949  0.1236
H 1.346 -0.683 -0.804  0.1304
H -0.270 0.825 1.286  0.1474
H -1.599 1.700 -0.582  0.1185
H -0.581 0.806 -1.748  0.1228
H -1.620 -1.188 1.307  0.1163
H -0.673 -1.908 -0.035  0.1229

The calculation puts the HOMO-LUMO gap at 10.51 eV. As for the spin multiplicity: 1. Its relative energy (zero: lowest compared OMol25 entry of this formula, charge and spin) is 207.0 kJ/mol. The LUMO energy is 0.83 eV. As for the structure (SMILES): OCC1COC1. The net charge is 0.